a.
10
Properties=species:S:1:pos:R:3:mulliken_charge:R:1 method="wB97M-V/def2-TZVPD" charge=0 mol_weight_g_mol=94.20 multiplicity=1 gap_ev=9.0 e_lumo_ha=0.01656 smiles="C=C.SS"
S 0.69 -3.56 1.27 -0.188
S 0.51 -1.50 1.40 -0.102
C -0.58 1.72 -1.02 -0.452
C 0.51 1.68 -0.27 -0.489
H 0.85 2.58 0.22 0.212
H 1.18 0.83 -0.33 0.312
H -0.52 -1.38 0.57 0.135
H -1.03 0.82 -1.42 0.207
H -1.08 2.64 -1.26 0.220
H -0.54 -3.83 0.83 0.144

***

b.
10
Properties=species:S:1:pos:R:3:mulliken_charge:R:1 method="wB97M-V/def2-TZVPD" charge=0 mol_weight_g_mol=94.20 multiplicity=1 gap_ev=8.5 e_lumo_ha=-0.00080 smiles="C=C.SS"
S 3.27 -0.45 -1.44 -0.176
S 1.49 0.74 -1.41 -0.078
C -1.70 0.65 0.44 -0.497
C -1.17 -0.47 0.96 -0.599
H 2.94 -1.47 -0.62 0.147
H -0.83 -0.45 1.98 0.260
H -0.92 -1.26 0.28 0.363
H -1.94 1.48 1.07 0.215
H 0.46 0.33 -0.65 0.054
H -1.60 0.90 -0.61 0.311

***

Computed relative energies in units of hartree: a 0.0000; b 0.0181

***

a.
37
Properties=species:S:1:pos:R:3:mulliken_charge:R:1 method="wB97M-V/def2-TZVPD" charge=0 mol_weight_g_mol=316.16 multiplicity=1 gap_ev=5.3 e_lumo_ha=-0.01383
Zn 0.65 1.20 0.27 0.886
Cl -1.28 0.19 2.43 -0.258
N -1.09 0.17 -0.90 0.305
N 0.95 -1.12 0.42 0.433
C -0.04 -1.88 -0.13 0.568
C 0.41 2.83 -1.24 -1.072
C 1.88 2.32 -0.97 -0.945
C 2.11 1.22 1.77 -1.948
C -3.29 -1.19 -1.97 -0.552
C 0.80 -3.88 0.95 -0.433
C -0.69 1.65 1.74 -0.868
C -2.23 -1.88 -1.38 -0.593
C 1.76 -3.09 1.57 -0.847
C -2.13 0.84 -1.41 -0.224
C 1.81 -1.73 1.25 -0.118
C -0.10 -3.27 0.08 -0.861
C -1.13 -1.19 -0.85 0.465
C -3.24 0.20 -1.99 -0.887
H 2.08 1.25 -1.17 0.403
H -4.02 0.81 -2.43 0.382
H 1.78 0.66 2.66 0.448
H 2.52 2.85 -1.69 0.474
H -0.08 2.29 -2.05 0.295
H -0.25 2.93 -0.35 0.246
H -0.88 -3.84 -0.40 0.285
H 2.48 -3.48 2.29 0.391
H -0.16 2.22 2.51 0.309
H -2.26 -2.96 -1.30 0.247
H -4.13 -1.74 -2.39 0.425
H 2.28 2.66 0.00 0.181
H -2.09 1.93 -1.37 0.442
H -1.55 2.19 1.32 0.459
H 0.48 3.88 -1.58 0.476
H 3.04 0.75 1.39 0.421
H 2.34 2.26 2.06 0.318
H 0.73 -4.95 1.15 0.415
H 2.55 -1.10 1.73 0.332

***

b.
37
Properties=species:S:1:pos:R:3:mulliken_charge:R:1 method="wB97M-V/def2-TZVPD" charge=0 mol_weight_g_mol=316.16 multiplicity=1 gap_ev=5.9 e_lumo_ha=-0.02475
Zn -0.09 0.17 0.79 0.043
Cl 2.11 0.67 2.91 -0.287
N 1.48 0.97 -0.66 0.201
N 1.03 -1.55 0.16 0.068
C -1.53 1.49 0.54 -0.839
C 0.57 -0.02 2.74 -0.698
C -5.28 0.23 0.91 -0.726
C 0.79 -2.77 0.67 -0.104
C 2.34 0.03 -1.12 0.400
C -5.29 1.52 0.10 -0.765
C 2.97 -2.41 -0.96 -0.475
C 3.48 1.70 -2.46 -0.488
C 2.54 2.64 -2.03 -0.620
C 2.11 -1.35 -0.64 0.554
C 2.74 -3.68 -0.41 -0.481
C 3.37 0.38 -2.02 -0.547
C 1.54 2.23 -1.14 -0.157
C 1.63 -3.86 0.42 -0.637
H 4.07 -0.38 -2.35 0.245
H 4.29 1.99 -3.12 0.429
H -6.21 1.57 -0.50 0.338
H -5.51 -0.63 0.27 0.243
H -2.38 1.14 1.15 -0.061
H -0.15 0.52 3.38 0.359
H 3.44 -4.50 -0.61 0.413
H 0.76 2.90 -0.81 0.343
H -6.08 0.25 1.66 0.280
H 0.65 -1.09 2.98 0.296
H -5.33 2.41 0.76 0.255
H 2.56 3.67 -2.38 0.372
H 1.41 -4.82 0.88 0.364
H -4.34 0.04 1.43 0.225
H -4.45 1.63 -0.58 0.201
H -1.20 2.49 0.89 0.310
H -1.79 1.53 -0.53 0.245
H 3.82 -2.22 -1.61 0.246
H -0.09 -2.86 1.30 0.451

***

Computed relative energies in units of hartree: a 0.0937; b 0.0000

***

a.
20
Properties=species:S:1:pos:R:3:mulliken_charge:R:1 method="wB97M-V/def2-TZVPD" charge=0 mol_weight_g_mol=107.15 multiplicity=1 gap_ev=9.8 e_lumo_ha=0.03342
O 0.38 -1.01 -0.94 -0.620
O 1.68 1.01 -0.53 -0.620
N -0.52 -0.84 1.26 -0.266
C 0.66 1.74 -0.47 -0.289
C -0.94 1.10 -1.95 -1.194
C -0.18 -1.71 0.18 -0.471
C 0.54 -0.61 2.25 -0.896
H -1.39 -1.10 1.70 0.241
H 0.18 0.07 3.01 0.336
H -0.41 1.48 -2.82 0.313
H -1.56 1.87 -1.51 0.315
H 1.15 -0.32 -0.65 0.484
H -1.08 -2.21 -0.19 0.401
H -0.33 0.03 -1.40 0.290
H -0.07 1.60 0.34 0.298
H 0.68 2.73 -0.93 0.380
H 1.40 -0.15 1.76 0.300
H -1.65 0.35 -2.32 0.377
H 0.88 -1.54 2.73 0.344
H 0.55 -2.49 0.46 0.278

***

b.
20
Properties=species:S:1:pos:R:3:mulliken_charge:R:1 method="wB97M-V/def2-TZVPD" charge=0 mol_weight_g_mol=107.15 multiplicity=1 gap_ev=10.0 e_lumo_ha=0.02887 smiles=CCCNCO.O
O 0.76 1.42 2.14 -0.564
O 3.14 -2.27 -0.09 -0.613
N 0.93 -0.14 0.28 -0.044
C -1.55 0.19 -0.15 -0.033
C -0.14 0.01 -0.67 -0.969
C -2.60 0.09 -1.27 -1.312
C 1.50 0.95 0.97 -0.345
H -3.56 0.28 -0.81 0.371
H 1.42 1.83 0.32 0.257
H 0.93 -1.03 0.76 0.276
H 3.34 -1.41 0.29 0.329
H -1.85 -0.58 0.57 0.281
H -0.20 1.44 2.06 0.283
H -1.63 1.12 0.43 0.257
H 2.41 0.71 1.52 0.263
H -0.06 -0.81 -1.40 0.341
H -2.39 0.73 -2.12 0.357
H 0.01 0.88 -1.32 0.254
H 2.22 -2.45 0.06 0.293
H -2.66 -0.96 -1.59 0.318

***

c.
20
Properties=species:S:1:pos:R:3:mulliken_charge:R:1 method="wB97M-V/def2-TZVPD" charge=0 mol_weight_g_mol=107.15 multiplicity=1 gap_ev=8.2 e_lumo_ha=0.01680 smiles="C/C=C/NC.O.O"
O -2.39 1.91 -1.29 -0.663
O 0.39 0.34 -3.00 -0.623
N 0.03 0.64 0.02 -0.020
C 1.04 -1.45 0.85 0.033
C 0.57 1.66 0.90 -0.913
C 0.83 -2.83 1.38 -1.200
C 0.01 -0.68 0.49 -0.451
H -0.15 -2.97 1.85 0.346
H -0.09 1.00 -2.49 0.279
H -0.69 0.78 -0.65 0.215
H -2.53 1.51 -0.42 0.328
H 1.48 2.11 0.49 0.280
H 0.77 -3.60 0.59 0.264
H -0.13 2.47 1.09 0.263
H 1.64 -3.16 2.02 0.341
H -2.67 2.82 -1.21 0.314
H 0.94 1.12 1.78 0.293
H -0.95 -1.20 0.40 0.255
H 1.92 -0.88 1.09 0.341
H -0.02 0.40 -3.87 0.316

***

d.
20
Properties=species:S:1:pos:R:3:mulliken_charge:R:1 method="wB97M-V/def2-TZVPD" charge=0 mol_weight_g_mol=107.15 multiplicity=1 gap_ev=9.8 e_lumo_ha=0.02136 smiles=C[C@H](N)CCO.O
O -1.47 -2.66 0.48 -0.510
O -2.13 3.81 -0.81 -0.653
N 1.69 1.02 1.00 -0.657
C 0.23 -1.03 0.76 -0.766
C -0.68 -1.72 -0.23 -0.373
C 1.78 -0.25 -1.10 -1.351
C 0.92 0.19 0.10 0.822
H -2.26 -2.98 0.03 0.295
H -1.22 -1.00 -0.85 0.338
H 2.66 0.38 -1.17 0.471
H -0.31 -0.71 1.66 0.296
H 2.42 0.54 1.49 0.210
H 0.07 0.75 -0.28 -0.078
H 2.09 -1.30 -1.08 0.276
H 1.10 1.58 1.59 0.216
H -0.04 -2.29 -0.91 0.227
H 1.18 -0.18 -2.01 0.308
H 1.02 -1.72 1.07 0.281
H -1.73 4.35 -0.12 0.318
H -1.67 2.97 -0.78 0.329

***

Computed relative energies in units of hartree: a 0.1096; b 0.0124; c 0.0349; d 0.0000

***

a.
27
Properties=species:S:1:pos:R:3:mulliken_charge:R:1 method="wB97M-V/def2-TZVPD" charge=+1 mol_weight_g_mol=149.20 multiplicity=1 gap_ev=9.7 e_lumo_ha=-0.10107 smiles=CN(C)[C@H](CP)[NH+](C)C
P -1.26 1.59 -2.15 -0.021
N -0.54 0.03 0.92 0.226
N 1.14 -0.35 -0.78 0.163
C -1.83 -0.42 0.39 -1.217
C 2.67 -0.27 -0.92 -0.863
C 0.13 1.94 -0.82 -1.061
C 0.80 -1.74 -0.44 -1.014
C 0.53 0.61 0.13 -0.473
C -0.33 -0.08 2.40 -1.054
H -1.28 2.87 -2.56 0.078
H -2.35 1.74 -1.28 0.034
H 1.05 -2.10 0.53 0.446
H -0.86 0.64 3.00 0.321
H 2.86 0.73 -1.12 0.349
H 1.15 -2.55 -1.08 0.428
H 1.02 2.22 -1.40 0.451
H 2.98 -0.70 0.04 0.345
H 0.78 -0.10 2.65 0.319
H -0.25 -1.95 -0.31 0.321
H 0.77 -0.12 -1.80 0.467
H 1.28 1.17 0.76 0.398
H -1.71 -0.65 -0.67 0.612
H -2.63 0.40 0.45 0.195
H -0.55 -1.15 2.65 0.371
H 2.94 -1.02 -1.73 0.361
H -0.18 2.82 -0.21 0.479
H -2.23 -1.31 0.93 0.337

***

b.
27
Properties=species:S:1:pos:R:3:mulliken_charge:R:1 method="wB97M-V/def2-TZVPD" charge=+1 mol_weight_g_mol=149.20 multiplicity=1 gap_ev=11.9 e_lumo_ha=-0.09168 smiles="CC(C)P(N)(=[NH2+])C(C)C"
P 0.25 0.41 -0.02 0.424
N 1.61 0.48 0.92 -0.343
N 0.31 1.65 -1.02 -0.378
C 0.53 -1.15 -1.04 0.243
C -1.85 -0.82 1.61 -1.293
C 1.94 -1.00 -1.76 -1.375
C -1.28 0.45 1.07 0.594
C -0.81 1.48 2.19 -1.574
C -0.53 -1.20 -2.08 -1.419
H -0.31 -0.27 -2.60 0.412
H -2.74 -0.56 2.18 0.437
H 1.56 0.81 1.89 0.247
H -0.39 1.05 3.12 0.398
H -1.53 2.14 2.77 0.342
H -1.93 0.95 0.34 0.414
H -1.47 -1.09 -1.53 0.307
H -0.40 2.13 -1.56 0.210
H 1.97 -0.01 -2.30 0.342
H -0.04 2.16 1.79 0.467
H 2.75 -1.14 -1.06 0.434
H 2.00 -1.74 -2.62 0.363
H -2.19 -1.57 0.75 0.278
H -0.50 -2.08 -2.66 0.443
H 0.59 -1.96 -0.32 0.408
H 2.34 -0.03 0.62 0.092
H -1.01 -1.28 2.34 0.286
H 1.12 2.21 -1.00 0.241

***

Computed relative energies in units of hartree: a 0.1183; b 0.0000

***

a.
12
Properties=species:S:1:pos:R:3:mulliken_charge:R:1 method="wB97M-V/def2-TZVPD" charge=0 mol_weight_g_mol=92.25 multiplicity=1 gap_ev=9.2 e_lumo_ha=0.02911
Si -0.36 -0.27 0.12 0.109
Si 1.78 0.00 -0.27 0.426
N -1.13 1.21 0.58 -0.521
N -1.42 -0.70 -1.14 -0.364
H -2.18 0.01 -1.23 0.181
H -1.39 -1.43 -1.81 0.196
H 2.40 -0.82 0.76 -0.103
H -1.05 1.55 1.55 0.237
H -0.44 -1.83 1.68 -0.111
H 2.05 -0.56 -1.49 -0.151
H -2.10 1.29 0.18 0.226
H 2.38 1.29 -0.27 -0.125

***

b.
12
Properties=species:S:1:pos:R:3:mulliken_charge:R:1 method="wB97M-V/def2-TZVPD" charge=0 mol_weight_g_mol=92.25 multiplicity=1 gap_ev=9.6 e_lumo_ha=0.03153 smiles=NN[SiH2][SiH3]
Si 0.51 0.16 0.74 0.228
Si 1.47 -1.60 -0.56 0.267
N -1.91 1.40 -0.20 -0.511
N -0.46 1.33 -0.08 -0.219
H 1.43 0.87 1.70 -0.104
H -0.61 -0.43 1.56 -0.137
H -0.21 1.27 -1.06 0.270
H 1.49 -1.13 -1.98 -0.084
H 2.61 -2.27 0.12 -0.087
H 0.38 -2.68 -0.62 -0.079
H -2.28 2.40 0.03 0.222
H -2.42 0.68 0.35 0.233

***

Computed relative energies in units of hartree: a 0.0000; b 0.0272

***

a.
11
Properties=species:S:1:pos:R:3:mulliken_charge:R:1 method="wB97M-V/def2-TZVPD" charge=0 mol_weight_g_mol=132.21 multiplicity=1 gap_ev=8.3 e_lumo_ha=0.01822 smiles="S=c1[nH]cc(S)[nH]1"
S 2.52 -0.75 -0.19 -0.262
S -2.97 -0.81 -0.11 -0.398
N -0.24 -0.99 -0.09 -0.016
N -0.97 1.03 -0.10 -0.051
C -1.40 -0.26 -0.11 -0.070
C 0.43 1.12 -0.08 -0.318
C 0.87 -0.16 -0.11 0.053
H 0.95 2.04 -0.10 0.465
H -1.61 1.85 -0.08 0.236
H 2.66 -1.06 1.13 0.148
H -0.27 -2.00 -0.17 0.212

***

b.
11
Properties=species:S:1:pos:R:3:mulliken_charge:R:1 method="wB97M-V/def2-TZVPD" charge=0 mol_weight_g_mol=132.21 multiplicity=1 gap_ev="6.8 / 5.9" e_lumo_ha="-0.03685 / -0.05271"
S -0.91 0.33 -0.17 -0.004
S 1.21 0.80 -3.28 -0.071
N 1.81 0.88 -1.89 -0.011
N 2.19 0.73 -0.79 0.025
C 1.75 0.25 0.43 -0.101
C 0.48 0.00 0.72 -0.297
C -2.10 -0.64 0.83 -0.759
H -2.82 -1.08 0.14 0.330
H -1.55 -1.41 1.35 0.272
H -2.61 0.02 1.53 0.260
H 2.55 0.13 1.13 0.356

***

c.
11
Properties=species:S:1:pos:R:3:mulliken_charge:R:1 method="wB97M-V/def2-TZVPD" charge=0 mol_weight_g_mol=132.21 multiplicity=1 gap_ev=6.0 e_lumo_ha=-0.03239 smiles=[NH3+]c1scnc1[S-]
S -2.95 1.15 -0.32 -0.363
S 0.98 -1.25 -0.17 -0.259
N -1.62 -1.01 -0.40 -0.328
N 1.32 1.22 0.33 -0.457
C -0.69 -1.83 -0.33 -0.020
C 0.12 0.34 -0.08 0.377
C -1.29 0.32 -0.15 -0.478
H 2.04 1.29 -0.49 0.388
H 1.00 2.04 0.89 0.349
H 1.84 0.60 1.05 0.388
H -0.75 -2.88 -0.32 0.404

***

d.
11
Properties=species:S:1:pos:R:3:mulliken_charge:R:1 method="wB97M-V/def2-TZVPD" charge=0 mol_weight_g_mol=132.21 multiplicity=1 gap_ev="7.9 / 7.5" e_lumo_ha="-0.04557 / -0.05491"
S -1.70 -1.67 0.35 0.054
S 2.03 -1.02 -0.94 0.006
N 2.35 -1.36 0.63 -0.378
N -3.11 -0.95 -0.02 -0.475
C -2.90 0.20 -0.70 -0.053
C -1.50 0.45 -0.93 -0.538
C -0.72 -0.49 -0.41 0.197
H 1.92 -0.59 1.13 0.302
H -3.63 0.88 -1.16 0.324
H -1.21 1.29 -1.57 0.309
H 2.34 -2.22 1.08 0.253

***

Computed relative energies in units of hartree: a 0.0000; b 0.2094; c 0.1755; d 0.1589